A cluster of 2 separate species, C3H3IO2 in total in a non-equilibrium geometry, computed with wB97M-V/def2-TZVPD.

Structure (ORCA input):
```
! RIJCOSX wB97M-V def2-TZVPD def2/J DEFGRID3
* xyz 0 1
C -1.51301 0.28432 0.79914
C 1.62289 0.03524 -0.35162
C 1.18427 -1.28725 0.04730
O -1.34062 1.31664 1.35943
O 0.61794 -0.91033 -1.03845
I -3.09139 0.06474 -0.61579
H 1.09566 0.88295 0.16296
H 2.38883 0.28966 -1.13580
H -0.96458 -0.67598 0.77283
*
```

The calculation puts the energy above the lowest of the compared OMol25 structures with the same formula, charge and spin at 382.74 kJ/mol. For the HOMO energy, the calculation gives -10.0 eV. For the maximum force, the calculation gives 3.0 eV/Å.



A cluster of 2 separate species, C4H9OS2 in total in a non-equilibrium geometry, computed with wB97M-V/def2-TZVPD.

Structure (ORCA input):
```
! RIJCOSX wB97M-V def2-TZVPD def2/J DEFGRID3
* xyz -1 1
C 0.40502 -1.12088 0.82844
C -1.44833 0.57117 0.75133
C -0.19192 -0.07534 -1.38828
C -0.05863 0.02353 0.13546
O 0.98260 2.64652 -0.30217
S 3.60448 -1.08883 -0.68754
S 1.26290 1.32813 0.45072
H 1.42617 -1.55327 0.45739
H 0.37543 -0.98272 2.03815
H -0.43314 -1.80550 0.72472
H -2.34767 0.20868 0.01971
H -1.39264 1.67290 0.67137
H -1.81734 0.25760 1.71815
H -0.30528 0.97608 -1.92445
H 0.83362 -0.37020 -1.77798
H -0.89528 -0.68786 -1.71500
*
```

The calculation puts the energy above the lowest of the compared OMol25 structures with the same formula, charge and spin at 297.33 kJ/mol. For the HOMO energy (alpha / beta), the calculation gives -3.2 / -2.8 eV. For the maximum force, the calculation gives 6.7 eV/Å.



> maximum force of number 2 (C4H9OS2)?

6.7 eV/Å